ORCA calculation (the ωB97M-V functional and the def2-TZVPD basis) on an isolated molecule of C8H4Br2N2O2 at a distorted geometry.

For the frontier orbital gap, the calculation gives 9.681 eV. Its LUMO energy is -0.851 eV. The calculation puts the electronic energy at -155517.78726 eV. As for the structure (SMILES): N#C[C@@H]1C(=O)[C@H](Br)CC(=O)[C@]1(Br)C#N.

Cartesian coordinates (Å):
C 0.932 -2.113 -0.103
C -1.604 -1.361 0.181
C -1.406 1.035 -0.273
C 1.521 0.103 -0.089
C -0.217 1.771 0.346
C 0.627 -0.847 -0.761
C 0.915 0.949 0.947
C -0.885 -0.601 -0.790
N 1.427 -3.018 0.348
N -2.367 -1.946 0.762
O -2.533 1.338 -0.234
O 2.648 0.167 -0.414
Br 0.220 -0.239 2.385
Br -1.606 -0.758 -2.657
H 0.192 2.227 -0.482
H -0.583 2.621 1.004
H 1.154 -0.992 -1.767
H 1.566 1.664 1.598


ORCA calculation (the ωB97M-V functional and the def2-TZVPD basis) on a cluster of 2 separate species, C3H5N4O3 in total at a distorted geometry.

As for the charge: -1. For the frontier orbital gap (alpha / beta), the calculation gives 7.931 / 7.932 eV. Its LUMO energy (alpha / beta) is 3.568 / 3.568 eV. The calculation puts the electronic energy at -15288.98738 eV.

Cartesian coordinates (Å):
C -1.498 -0.926 -0.592
C -0.919 -1.943 0.071
C 0.401 0.933 0.326
N -0.013 2.156 0.137
N -1.021 2.868 -0.099
N 1.439 0.533 -0.432
N 2.171 -0.484 0.013
O 1.891 -1.014 1.098
O 3.082 -0.900 -0.697
O -1.009 4.096 0.005
H -2.439 -1.093 -1.060
H -1.013 0.123 -0.593
H 0.018 -1.854 0.557
H -1.266 -2.986 0.014
H 0.176 0.491 1.252


ORCA calculation (the ωB97M-V functional and the def2-TZVPD basis) on a structure of composition C33H31NO3PRhS.

As for the spin multiplicity: 5. The expectation value of S² is 6.011. For the frontier orbital gap (alpha / beta), the calculation gives 7.534 / 7.775 eV. Its LUMO energy (alpha / beta) is 0.264 / -0.615 eV. The calculation puts the electronic energy at -65486.32446 eV.

Cartesian coordinates (Å):
Rh 0.346 -1.509 -0.918
C -3.595 -1.310 1.418
C -3.468 -2.371 2.309
C -2.329 -3.150 2.290
C -1.314 -2.859 1.374
N -1.447 -1.819 0.530
C -2.552 -1.073 0.547
C -0.081 -3.662 1.214
C 0.225 -4.693 2.107
C 1.345 -5.476 1.891
C 2.150 -5.228 0.785
C 1.857 -4.183 -0.078
C 0.741 -3.373 0.117
H -4.476 -0.684 1.390
H -4.261 -2.598 3.010
H -2.233 -3.987 2.962
H -2.585 -0.257 -0.165
H -0.389 -4.888 2.976
H 1.590 -6.274 2.580
H 3.024 -5.843 0.607
H 2.527 -3.981 -0.905
O 2.925 -1.379 -0.581
S 3.050 -0.783 -1.915
O 4.203 -1.159 -2.677
O 1.762 -0.936 -2.645
C 3.179 0.966 -1.569
C 4.204 1.678 -2.170
C 4.400 3.015 -1.854
C 3.583 3.631 -0.921
C 2.553 2.916 -0.328
C 2.323 1.583 -0.653
P 0.925 0.697 0.143
C 1.394 0.577 1.893
C 1.390 1.667 2.761
C 1.783 1.508 4.080
C 2.187 0.261 4.538
C 2.199 -0.825 3.678
C 1.803 -0.673 2.357
C -0.405 1.947 0.120
C -1.372 1.932 1.125
C -2.450 2.801 1.081
C -2.582 3.698 0.030
C -1.636 3.708 -0.985
C -0.560 2.834 -0.946
H 4.852 1.162 -2.865
H 5.202 3.567 -2.327
H 3.743 4.666 -0.649
H 1.915 3.413 0.392
H 1.067 2.641 2.414
H 1.774 2.359 4.748
H 2.493 0.139 5.569
H 2.515 -1.798 4.030
H 1.819 -1.520 1.687
H -1.277 1.246 1.958
H -3.184 2.782 1.877
H -3.420 4.381 -0.001
H -1.732 4.397 -1.814
H 0.168 2.857 -1.748
C -3.830 0.710 -2.464
C -2.831 0.335 -3.569
C -2.548 1.554 -4.453
C -1.567 -0.193 -2.985
H -4.735 1.147 -2.890
H -3.388 1.442 -1.784
H -4.121 -0.165 -1.880
H -3.283 -0.448 -4.184
H -2.135 2.367 -3.852
H -3.467 1.914 -4.920
H -1.830 1.320 -5.239
H -1.256 -1.220 -3.138
H -0.876 0.498 -2.514


ORCA calculation (the ωB97M-V functional and the def2-TZVPD basis) on an isolated molecule of C27H24N4O4S at a distorted geometry.

For the frontier orbital gap, the calculation gives 8.189 eV. Its LUMO energy is 0.331 eV. The calculation puts the electronic energy at -53374.83979 eV. As for the structure (SMILES): COc1ccc(-n2c(SCC(=O)N(C)c3ccccc3)nc3c([nH]c4ccccc43)c2=O)cc1OC.

Cartesian coordinates (Å):
C -7.134 -0.849 -0.036
H -7.063 -0.550 -1.083
O -6.212 -1.868 0.284
C -4.870 -1.650 0.263
C -4.119 -2.708 0.767
C -2.742 -2.663 0.837
C -2.091 -1.532 0.382
C -2.812 -0.474 -0.155
C -4.198 -0.504 -0.213
O -4.938 0.526 -0.719
C -4.279 1.710 -1.112
H -3.640 1.537 -1.984
H -5.075 2.401 -1.387
H -3.689 2.142 -0.299
H -2.277 0.389 -0.516
N -0.666 -1.452 0.450
C -0.064 -0.553 1.281
N 1.206 -0.410 1.446
C 1.997 -1.240 0.726
C 1.476 -2.176 -0.166
N 2.501 -2.862 -0.759
C 3.683 -2.402 -0.252
C 4.987 -2.790 -0.540
C 6.008 -2.151 0.130
C 5.751 -1.150 1.072
C 4.465 -0.754 1.363
C 3.415 -1.377 0.692
H 4.259 0.016 2.088
H 6.584 -0.684 1.578
H 7.030 -2.433 -0.071
H 5.188 -3.569 -1.260
H 2.376 -3.602 -1.429
C 0.067 -2.338 -0.368
O -0.484 -3.103 -1.136
S -1.119 0.483 2.255
C -0.201 2.053 2.027
C -0.717 2.622 0.719
O -1.838 3.091 0.647
N 0.060 2.465 -0.386
C 1.442 2.167 -0.396
C 1.936 1.220 -1.287
C 3.296 0.989 -1.368
C 4.174 1.694 -0.564
C 3.685 2.635 0.326
C 2.327 2.881 0.405
H 1.948 3.643 1.070
H 4.365 3.194 0.951
H 5.235 1.510 -0.632
H 3.672 0.252 -2.061
H 1.256 0.662 -1.912
C -0.525 2.783 -1.678
H -0.802 1.874 -2.218
H 0.186 3.351 -2.277
H -1.421 3.379 -1.506
H 0.855 1.807 2.055
H -0.498 2.695 2.853
H -2.182 -3.492 1.238
H -4.659 -3.573 1.115
H -8.114 -1.289 0.151
H -7.003 0.028 0.601


ORCA calculation (the ωB97M-V functional and the def2-TZVPD basis) on a cluster of 2 separate species, CH5PS in total at a distorted geometry.

For the frontier orbital gap (alpha / beta), the calculation gives 7.427 / 7.438 eV. Its LUMO energy (alpha / beta) is -0.897 / -0.885 eV. The calculation puts the electronic energy at -21239.28912 eV.

Cartesian coordinates (Å):
C 0.958 -0.599 -0.255
P -0.984 0.773 0.986
S -0.656 1.817 2.572
H 0.602 -1.641 -0.223
H 1.026 -0.124 -1.333
H 1.644 -0.278 0.417
H -2.126 -0.177 1.235
H -1.420 1.632 -0.016


ORCA calculation (the ωB97M-V functional and the def2-TZVPD basis) on a structure of composition C18H28N4O5PdSSi.

As for the charge: -2. For the frontier orbital gap, the calculation gives 6.452 eV. Its LUMO energy is 4.890 eV. The calculation puts the electronic energy at -57512.38247 eV.

Cartesian coordinates (Å):
Pd 0.123 -0.833 -0.886
C -1.214 0.161 2.606
N -0.123 -0.728 2.309
C 0.943 -0.601 3.263
C -0.529 -2.104 2.141
C -1.554 -2.324 1.054
C -2.568 -3.248 1.296
C -3.565 -3.493 0.367
C -3.565 -2.775 -0.821
C -2.557 -1.857 -1.074
C -1.524 -1.629 -0.160
H -1.686 -0.068 3.587
H -1.972 0.099 1.827
H -0.844 1.186 2.625
H 0.613 -0.851 4.297
H 1.322 0.421 3.256
H 1.764 -1.260 2.989
H -0.947 -2.503 3.095
H 0.368 -2.693 1.912
H -2.572 -3.783 2.243
H -4.335 -4.230 0.571
H -4.341 -2.942 -1.561
H -2.548 -1.315 -2.011
C 5.213 -1.031 -1.775
N 4.695 -0.457 -0.539
C 4.488 0.976 -0.460
C 3.194 1.085 0.368
O 2.772 2.136 0.814
N 2.678 -0.169 0.535
C 3.548 -1.009 0.011
N 3.403 -2.349 0.074
H 5.848 -0.287 -2.256
H 4.392 -1.308 -2.446
H 5.839 -1.904 -1.565
H 4.341 1.426 -1.446
H 5.304 1.490 0.058
H 2.415 -2.631 -0.114
H 4.008 -2.840 -0.569
C -4.193 3.215 -0.968
Si -2.328 3.484 -0.771
C -1.819 4.720 -2.114
C -2.077 4.348 0.894
C -1.416 1.945 -0.865
C -0.814 0.878 -0.881
H -4.746 4.149 -0.836
H -4.551 2.493 -0.235
H -4.422 2.814 -1.956
H -2.370 5.659 -2.020
H -2.011 4.305 -3.104
H -0.753 4.936 -2.052
H -2.593 5.311 0.931
H -1.016 4.511 1.081
H -2.456 3.722 1.703
O 0.980 -2.885 -1.111
S 1.347 -2.469 -2.551
O 2.107 -3.538 -3.192
O 0.111 -2.105 -3.241
O 2.197 -1.253 -2.329